--- w ---
C48H64BN12 | ωB97M-V with the def2-TZVPD basis set

## Properties
frontier orbital gap = 6.971 eV
lowest unoccupied orbital energy = 2.11 eV
charge = -1
HOMO level = -4.86 eV

Positions of all 125 atoms, in Å:
B: -0.4099 -0.2646 -0.7284
C: 0.8051 -0.1816 -4.7764
C: 3.2061 -5.5646 -2.0744
H: -0.1939 -7.0976 2.8096
H: -0.4579 8.0674 1.0406
H: -1.0429 2.5254 5.1506
H: -0.4049 -3.8876 -2.1584
C: -2.0799 -4.1446 -3.9254
H: -2.0679 -5.2476 -4.2094
C: 4.2021 -5.3416 -0.7884
C: -0.0779 7.0154 0.8896
C: -0.3749 1.0784 -6.4834
C: 1.8371 2.9644 -2.2334
H: -2.6829 5.7924 -2.1014
C: 0.0871 5.9914 -0.1724
C: -3.1469 -3.2126 -4.3364
C: 0.9491 3.5844 4.9846
H: 0.6211 -0.9016 -0.9404
H: -6.9979 1.0974 -0.0884
H: 5.2571 3.0564 0.3706
H: 0.4891 6.5544 3.1566
H: -2.5629 0.5224 -0.1114
C: -4.9119 0.3254 -0.3304
C: -1.2859 -3.4446 -2.7694
C: 0.8811 -1.2306 4.6446
C: 0.1181 -6.3766 2.0506
H: 5.9481 2.0194 3.0116
C: -5.1839 2.3014 0.9806
H: 4.8251 -5.9236 -0.1754
C: -2.2209 4.6964 -2.5504
H: -5.1639 -0.6296 -0.9174
C: -3.3579 -2.1606 2.5526
H: -1.9609 -5.3016 1.7466
H: 0.7171 4.3994 2.7436
H: -3.9689 -3.4716 -5.1104
H: 2.3581 -0.1426 1.2736
C: -5.5109 -1.3536 3.0176
N: -1.9779 -2.2206 -2.5834
N: -1.4249 2.5474 -2.4474
C: -0.1389 2.5984 4.5416
N: 4.2691 -3.8896 -0.6124
C: -1.4149 0.2584 -5.5764
C: 0.3631 4.6524 0.5416
H: -3.5389 -4.0786 4.0856
H: -2.4439 0.3174 -5.8254
C: 1.5541 -3.5126 4.8266
N: -0.5519 -0.4066 -4.6504
N: 3.5901 1.5814 0.6916
H: 1.0261 4.4804 5.7546
H: -0.3229 -3.4756 0.1636
H: 0.0441 0.9944 -0.3194
C: 3.1981 3.6274 -2.2014
H: -2.8649 2.2834 1.3756
H: 3.1331 -2.0836 -1.2354
H: 3.8131 0.1994 -2.6774
H: 2.2811 1.6664 2.3566
H: -0.7909 -1.2286 -3.9094
H: 0.0311 1.3564 2.5286
H: 3.3701 4.6594 -1.9744
N: 2.1171 1.6134 -2.4864
C: -5.5409 -2.6496 3.8126
H: 2.0861 -3.8556 -3.1534
H: 4.8511 -3.3336 0.0806
H: -1.2109 1.5114 -1.9994
C: 4.2711 2.5734 -2.3874
H: 2.9321 -6.3546 -2.5984
C: -2.1249 3.4684 -1.6814
C: 4.1081 0.5694 2.5376
C: 0.2871 6.2254 2.1696
N: -4.3149 -1.2116 2.2876
H: 0.9551 -0.2126 4.5526
C: -3.6799 1.9414 0.9946
H: -1.0369 -0.8136 0.1966
H: -6.3469 -3.1406 4.3976
H: 0.8801 3.5084 -2.1324
H: -1.6329 -1.5786 -1.8724
H: -2.2939 3.2344 -0.6244
H: -5.5449 3.2944 1.3946
N: -3.6639 0.8044 0.1456
H: 1.3061 0.7684 -2.2954
H: 1.8461 -4.2296 0.1576
C: 3.4781 1.2634 -2.5614
H: 3.2271 3.6294 4.1736
H: -6.3209 -0.7556 2.7946
H: -0.1259 6.2834 -1.1804
C: -3.1129 -2.0246 -3.3694
C: -5.9799 1.2234 0.2136
H: 3.2401 1.7784 -0.1324
H: 0.5901 3.4804 0.1156
C: -4.0809 -3.2266 3.5376
C: 1.4261 -5.9806 1.2866
C: -0.0299 -4.3206 0.6296
C: 3.2331 0.4704 1.4416
N: 1.7651 2.2744 3.2016
H: 2.4411 -1.9276 6.2186
H: -0.2819 2.4404 -4.3364
H: 1.7161 -0.6436 -4.1304
H: -4.2279 -0.2576 1.6906
H: 1.9531 -4.4616 5.1226
N: 0.6961 -3.3646 3.7456
N: 0.4621 4.8754 1.8706
H: 4.2621 -0.1986 3.3796
H: -0.9889 5.1174 -4.4584
C: 1.7541 -2.0546 5.4126
C: -1.5929 4.4664 -3.8324
C: 5.0941 1.6634 2.3516
H: -0.5989 1.6064 -7.2814
H: 2.5081 -6.4946 1.3276
C: 3.3301 -3.1466 -1.3304
H: -0.5409 -1.7486 2.6786
H: 1.8851 1.1334 -6.3154
C: 0.9011 0.8704 -5.8844
C: -0.9189 3.0304 -3.6474
C: 4.7321 2.2784 0.9576
H: -3.8159 -1.1856 -3.2184
H: 0.3531 -4.2426 3.1016
H: -1.1459 -0.0126 -1.8034
C: 2.2101 3.2124 4.1206
C: 0.4441 2.0214 3.2706
C: 0.2531 -2.1006 3.5946
N: 1.1851 -4.8286 0.6446
H: -2.3259 -1.9666 2.1326
C: 2.7491 -4.1116 -2.3744
H: 5.3571 2.7274 -2.5064
C: -0.8479 -5.3686 1.5516

--- x ---
C48H64BN12 | ωB97M-V with the def2-TZVPD basis set

## Properties
frontier orbital gap = 7.910 eV
lowest unoccupied orbital energy = 2.33 eV
charge = -1
HOMO level = -5.58 eV

Positions of all 125 atoms, in Å:
C: 3.7157 2.1780 1.3697
H: 0.2507 2.9930 -3.1393
C: -2.1283 -1.2100 4.2747
N: 3.4347 -1.6060 0.3357
H: -1.9843 7.0790 1.5837
C: 5.5457 -2.1820 1.0477
C: 4.5947 3.2620 2.0107
H: 4.6337 -2.1980 -2.6743
H: -4.8303 3.1430 4.1717
H: -1.5313 -1.0750 -4.1543
H: -1.6873 -3.4620 -5.9253
C: -4.0873 0.6860 1.6527
H: 2.7557 3.5430 -1.1953
H: 1.3967 0.9960 3.0467
H: 6.1957 0.2440 2.1197
C: 0.5747 -6.5510 2.1537
C: -4.9123 -1.6500 -2.5413
C: -1.0593 -3.7730 -2.6193
N: 2.1107 1.6700 -2.1593
N: -1.4223 4.5210 -0.6083
H: -4.2123 -2.2940 -2.6353
H: -2.8133 2.4100 2.1457
H: 0.6087 -1.2540 -0.7603
C: 1.6967 1.2050 4.0037
H: -5.2623 -1.9260 5.1497
H: -0.7973 -5.0610 1.6027
H: 0.0157 0.7790 5.6047
C: -3.0263 3.1150 -3.1443
N: 3.0907 1.3380 4.1757
H: 6.2397 -1.5600 -1.1013
C: -6.3983 -1.4660 -2.9293
C: -1.8393 5.9120 -0.4393
N: 4.4017 0.9730 1.4077
H: -0.7263 -1.7020 -2.2953
H: -3.1713 5.3540 -4.0543
C: -1.1303 4.8420 1.6697
N: -3.5843 -1.2230 4.1897
H: -6.9283 0.8840 3.4107
C: 2.0347 -6.6860 1.9037
C: 5.7307 1.1580 1.9437
C: 2.1947 1.1990 6.3427
H: -2.3033 6.4340 -1.3293
C: 2.6927 2.9450 -2.0663
H: 2.2797 2.3210 -5.3853
C: -1.2903 -4.3360 -4.0263
H: -1.5703 -0.4510 3.7387
C: -2.5803 4.4020 -3.7163
H: -0.2313 5.0560 -4.0263
C: 1.1337 0.9560 5.3037
H: -5.6823 -0.5090 1.8357
H: -1.5733 4.1060 -1.5983
H: -1.6853 1.3690 -2.6713
H: -1.0443 -5.4040 -4.3343
N: -1.1593 -2.3860 -2.8613
C: 2.4597 -5.4320 1.2587
C: -5.9433 1.2480 3.1487
H: 3.7067 -0.7400 -1.6203
H: 4.4867 1.7040 5.6197
C: 2.5437 -2.5680 -2.8833
H: -3.5963 0.0200 -1.6343
C: -1.0223 3.8790 0.5577
H: -0.0423 -0.8580 1.1927
H: 2.8407 4.5860 -3.9433
H: 2.6687 -7.5060 2.1197
C: 3.6267 -1.3850 -4.6113
C: -1.5863 -2.0350 -4.1443
H: -3.7033 0.1170 0.8727
H: -0.8423 2.7490 0.5957
N: -5.3113 0.3750 2.1467
H: -0.8543 -2.6350 5.1847
H: -1.0333 -0.3860 -0.3653
H: -3.5293 -3.6980 6.1837
H: 1.4577 0.3170 -3.6893
C: 1.1667 -4.6120 1.1117
C: -1.6523 -3.2870 -4.9643
H: 6.3747 -2.5370 1.5967
H: -4.1263 2.7600 -3.2173
C: -1.8193 -2.3720 5.1497
H: 2.2097 -3.0370 -2.0183
C: -4.2223 -2.1220 4.9057
C: 1.7507 1.2230 -3.4643
H: -0.9313 4.6220 2.6407
H: -7.5523 0.5120 -2.9323
C: 2.6047 3.5440 -3.5093
H: -0.0463 -7.3270 2.6097
C: 3.4907 1.4090 5.5857
C: -1.0973 4.4140 -3.7773
H: 4.3647 -0.9610 -5.1163
C: 2.1587 -1.7090 -4.9323
H: -5.6963 1.4490 -1.5863
C: 4.0947 -1.1540 -0.6303
H: 0.5457 0.5490 0.1207
H: 3.4557 -5.0300 1.0307
C: -4.9053 2.3600 3.2497
C: -3.7043 1.9870 2.3587
C: 5.8567 2.5950 2.3807
H: -6.8113 -2.2580 -3.5463
H: 3.4667 -2.5320 2.2097
H: 1.7917 1.2320 -1.3113
H: 2.2747 1.2640 7.5137
C: -1.7053 6.1410 1.0767
C: -4.6103 -0.2330 -1.9203
C: 4.0357 -2.1390 1.4357
H: 6.7407 2.9110 2.8017
C: 3.8777 -2.0090 -3.3073
H: 1.6047 -1.3630 -5.8383
H: 2.7697 2.3280 0.9557
H: 4.3957 4.2790 2.0087
N: -5.7103 0.5770 -2.0323
N: -0.6973 3.2340 -3.2683
H: -0.5633 -4.2240 -1.5513
N: 0.1797 -5.3850 1.6377
C: -1.7793 2.3530 -2.9543
N: 1.6617 -2.3850 -3.8293
H: 0.7807 -2.7570 -3.5823
H: 1.1367 -3.7770 0.6207
C: 5.5227 -1.6390 -0.3623
C: 2.1787 2.3080 -4.3583
H: 3.9537 0.1980 0.9597
C: -3.2063 -3.0050 5.6147
H: 2.5007 -1.4040 0.2597
H: -3.9843 -0.4880 3.6727
C: -6.7343 -0.0490 -2.7003
H: 3.5557 1.2730 3.3487
B: 0.0527 -0.5810 0.0597

Q: What are the energies relative to the best structure? A: w 0.1585; x 0.0000, in hartree.

--- w ---
C2H5NO3 | ωB97M-V with the def2-TZVPD basis set

## Properties
frontier orbital gap = 10.781 eV
lowest unoccupied orbital energy = 0.50 eV
charge = 0
structure (SMILES) = NC=O.O=CO
HOMO level = -10.28 eV

Positions of all 11 atoms, in Å:
O: -0.3564 -1.2733 -0.4651
N: -1.3849 0.4618 -1.8663
C: -0.4433 -0.5765 -1.4732
C: 1.2682 -0.1759 2.3082
H: 0.3554 1.2788 1.0406
H: -1.6144 1.1397 -1.1532
O: 0.3037 0.4742 1.6085
H: 0.3706 -0.7225 -2.3688
O: 2.0009 0.5816 2.9641
H: 1.4098 -1.2982 2.0532
H: -1.9096 0.1103 -2.6479

--- x ---
C2H5NO3 | ωB97M-V with the def2-TZVPD basis set

## Properties
frontier orbital gap = 11.086 eV
lowest unoccupied orbital energy = 0.83 eV
charge = 0
structure (SMILES) = O=C(O)O.C=N
HOMO level = -10.26 eV

Positions of all 11 atoms, in Å:
O: 0.9243 1.6055 -0.4304
O: 2.1300 0.5079 -2.0242
C: 1.3375 0.5909 -0.9732
H: -1.3160 -1.8378 0.4838
C: -1.7169 -0.9460 0.9716
N: -1.0268 0.0178 1.2782
H: 0.4936 -0.4996 0.3225
O: 0.9705 -0.5766 -0.5053
H: -2.7872 -0.8720 1.2191
H: -1.4765 0.6703 1.8294
H: 2.4676 1.3396 -2.1716

Q: What are the energies relative to the best structure? A: w 0.0536; x 0.0000, in hartree.

--- w ---
C2H5NO3 | ωB97M-V with the def2-TZVPD basis set

## Properties
frontier orbital gap = 10.026 eV
lowest unoccupied orbital energy = 0.76 eV
charge = 0
structure (SMILES) = CON(O)C=O
HOMO level = -9.26 eV

Positions of all 11 atoms, in Å:
H: -2.6634 -0.7231 0.2129
O: -0.8326 0.0556 -0.2130
H: 1.6896 0.5183 1.1247
O: 2.3453 1.6823 -0.4460
O: 1.1507 -0.2828 1.0109
C: -1.5245 -1.1876 0.2681
H: -1.3861 -1.9566 -0.4866
N: 0.5445 0.2553 -0.2525
C: 1.2528 1.2815 -0.8562
H: 0.5455 1.7269 -1.5926
H: -1.1216 -1.3697 1.2302

--- x ---
C2H5NO3 | ωB97M-V with the def2-TZVPD basis set

## Properties
frontier orbital gap = 9.867 eV
lowest unoccupied orbital energy = -0.03 eV
charge = 0
HOMO level = -9.90 eV

Positions of all 11 atoms, in Å:
C: -0.9025 0.1199 0.1522
O: -1.5365 0.7467 -0.6632
H: 2.4505 -0.3224 -0.5529
O: -1.4550 -0.7607 1.0266
N: 0.4428 -0.8902 -0.5477
C: 1.4157 -0.0889 -0.7917
H: 1.1946 0.7897 -1.3815
H: 0.6436 -1.6958 0.0379
H: -2.3973 -0.8161 0.8144
O: 0.1860 0.9899 0.9926
H: -0.0418 1.9279 0.9133

Q: What are the energies relative to the best structure? A: w 0.1026; x 0.0000, in hartree.

--- w ---
C2H5NO3 | ωB97M-V with the def2-TZVPD basis set

## Properties
frontier orbital gap = 11.282 eV
lowest unoccupied orbital energy = 0.80 eV
charge = 0
structure (SMILES) = COC(=O)NO
HOMO level = -10.48 eV

Positions of all 11 atoms, in Å:
N: 0.3478 -1.6060 -0.1905
H: -0.8528 2.1751 1.0005
C: 0.1349 -0.2945 -0.5003
O: -0.6321 -2.2661 0.5999
O: 0.6787 0.0469 -1.5246
H: 0.3790 -2.0826 -1.1010
H: -0.0209 -2.4713 1.2930
C: -0.1520 1.7877 0.2716
H: 0.9915 1.9569 0.4020
H: -0.3908 2.3434 -0.7303
O: -0.4834 0.4105 0.4799

--- x ---
C2H5NO3 | ωB97M-V with the def2-TZVPD basis set

## Properties
frontier orbital gap = 10.226 eV
lowest unoccupied orbital energy = -0.90 eV
charge = 0
HOMO level = -11.13 eV

Positions of all 11 atoms, in Å:
O: 2.0958 -0.2911 1.2043
H: 0.5630 -0.1076 -1.5862
H: 0.1111 -1.3784 0.8282
H: -0.3273 2.2564 -0.3255
C: -0.3476 -0.4233 0.4309
H: -1.3272 -0.6109 0.0979
N: 1.9964 -0.1211 0.0220
O: 0.6359 1.9856 -0.5686
C: 0.6794 0.0929 -0.5699
H: -0.2057 0.1671 1.4204
O: 2.8932 -0.0258 -0.7909

Q: What are the energies relative to the best structure? A: w 0.0000; x 0.1146, in hartree.

--- w ---
C3H2N2S2 | ωB97M-V with the def2-TZVPD basis set

## Properties
frontier orbital gap (spin up / spin down) = 6.821 / 6.598 eV
lowest unoccupied orbital energy (spin up / spin down) = -1.35 / -1.55 eV
charge = 0
HOMO level (spin up / spin down) = -8.17 / -8.15 eV

Positions of all 9 atoms, in Å:
N: -1.7799 -0.4187 0.0511
S: -0.8668 1.8278 -0.3099
H: 2.2133 -0.4669 0.0361
C: -0.9446 -1.2332 -0.1840
N: -2.1255 0.7690 -0.1146
S: -0.3012 -2.7139 -0.3424
C: 0.4630 0.8447 -0.3922
C: 1.5495 0.3834 0.1903
H: 1.7921 1.0079 1.0657

--- x ---
C3H2N2S2 | ωB97M-V with the def2-TZVPD basis set

## Properties
frontier orbital gap (spin up / spin down) = 6.508 / 6.438 eV
lowest unoccupied orbital energy (spin up / spin down) = -1.39 / -1.43 eV
charge = 0
HOMO level (spin up / spin down) = -7.89 / -7.87 eV

Positions of all 9 atoms, in Å:
N: 1.8649 -1.3891 0.2405
H: -1.8193 0.7099 0.6594
S: 0.8060 2.3507 0.1411
S: 0.3537 -1.9781 0.1022
C: 1.2958 0.8582 0.0124
C: -1.6225 0.0174 -0.2064
N: 1.9438 -0.1501 0.0546
H: -2.3189 0.1908 -1.0302
C: -0.5036 -0.6097 0.0263

Q: What are the energies relative to the best structure? A: w 0.0000; x 0.0027, in hartree.